The following is a quantum chemistry calculation of a molecular structure, C35H16F4N7PdS2, from the Open Molecules 2025 dataset.

The orbital gap (spin up / spin down) is 5.4 / 5.4 eV. The HOMO energy (spin up / spin down) is -11.46 / -11.46 eV. Its total charge is +1. As for the multiplicity: 1. As for the LUMO energy (spin up / spin down): -6.10 / -6.10 eV.

Geometry as XYZ:
```
65
Properties=species:S:1:pos:R:3:forces:R:3
Pd -0.485 -0.650 0.118 -0.622 0.734 -0.718
S -2.704 -2.175 3.655 0.003 0.007 -0.006
C -2.150 -0.583 4.095 0.007 -0.037 -0.096
C -2.286 0.084 5.308 0.002 0.016 0.022
C -1.754 1.355 5.406 -0.009 -0.011 0.017
C -1.111 1.957 4.318 -0.002 -0.008 -0.027
C -0.985 1.301 3.111 0.008 0.018 0.026
C -1.504 0.012 3.009 -0.164 0.232 0.008
N -1.488 -0.793 1.883 0.157 -0.299 -0.139
C -2.048 -1.962 2.086 0.063 -0.041 0.124
C -1.941 -2.923 1.006 -0.034 0.040 -0.105
C -2.555 -4.167 0.930 -0.017 0.030 0.028
C -2.357 -4.948 -0.197 -0.007 -0.031 -0.019
C -1.561 -4.487 -1.237 0.001 0.020 -0.003
C -0.934 -3.243 -1.171 -0.039 -0.040 0.071
C -1.130 -2.467 -0.045 0.383 -0.373 0.263
H -2.789 -0.377 6.147 0.004 0.005 -0.004
H -1.840 1.896 6.338 -0.003 -0.008 -0.003
H -0.716 2.959 4.424 0.002 -0.005 0.000
H -0.511 1.774 2.259 0.008 -0.024 -0.007
H -3.185 -4.518 1.738 0.001 0.000 -0.005
H -2.829 -5.918 -0.269 0.003 0.007 0.000
H -1.420 -5.102 -2.117 -0.003 -0.002 0.006
H -0.316 -2.900 -1.988 0.021 -0.001 -0.003
S -3.296 5.083 -2.722 0.039 -0.015 -0.013
C -2.488 3.694 -1.944 -0.021 0.048 -0.033
C -3.194 2.538 -1.640 0.020 -0.043 -0.023
C -2.526 1.490 -1.035 -0.049 0.005 -0.023
N -1.228 1.538 -0.725 0.434 -0.156 0.404
C -0.554 2.655 -1.007 -0.039 0.047 -0.047
C -1.142 3.754 -1.613 0.011 -0.011 0.038
C -3.301 4.451 -4.396 -0.040 -0.008 0.049
C -2.164 4.530 -5.184 0.032 -0.022 -0.045
C -2.222 4.021 -6.474 -0.020 0.027 0.085
N -3.315 3.471 -6.995 -0.005 -0.037 -0.090
C -4.404 3.418 -6.236 0.024 0.038 0.074
C -4.451 3.892 -4.931 -0.027 -0.010 -0.041
H -4.247 2.454 -1.871 0.006 0.004 0.005
H -3.049 0.573 -0.787 0.005 -0.003 0.011
H 0.496 2.676 -0.742 -0.023 0.009 0.004
H -0.559 4.639 -1.823 0.001 -0.007 0.001
H -1.254 4.981 -4.810 -0.009 0.001 0.005
H -1.350 4.064 -7.117 -0.007 -0.004 -0.005
H -5.285 2.976 -6.687 0.007 0.000 -0.007
H -5.363 3.830 -4.353 0.008 0.005 0.003
F 2.769 -2.820 -0.256 -0.083 0.013 -0.077
C 3.759 -2.299 0.456 0.071 -0.150 0.061
C 4.636 -3.123 1.052 -0.191 0.036 -0.117
F 4.482 -4.422 0.906 0.017 -0.046 -0.011
C 5.736 -2.635 1.857 0.232 -0.241 0.135
C 5.795 -1.195 1.992 -0.054 0.243 -0.025
C 4.906 -0.377 1.404 0.177 0.005 0.101
F 5.028 0.931 1.561 0.020 0.034 0.020
C 3.831 -0.865 0.579 -0.225 0.217 -0.190
C 2.945 -0.017 -0.035 0.208 -0.189 0.067
C 1.892 -0.461 -0.888 -0.078 -0.241 -0.177
N 1.032 -0.710 -1.624 -0.196 0.077 0.322
C 2.912 1.403 0.135 -0.004 0.129 0.167
N 2.748 2.534 0.261 0.036 -0.041 -0.067
F 6.763 -0.667 2.711 0.029 0.006 0.027
C 6.645 -3.466 2.439 -0.132 0.134 -0.106
C 6.610 -4.891 2.312 -0.024 -0.160 0.014
N 6.641 -6.038 2.265 0.009 0.040 -0.012
C 7.736 -3.010 3.244 0.105 0.049 0.115
N 8.625 -2.723 3.912 -0.021 -0.011 -0.036
```
Forces are in eV/Å.

---

The following is a quantum chemistry calculation of a molecular structure, C22H23N2O7P3SbSe4Zr, from the Open Molecules 2025 dataset.

The orbital gap is 5.7 eV. The HOMO energy is -4.73 eV. Its total charge is -1. As for the multiplicity: 1. As for the LUMO energy: 0.92 eV.

Geometry as XYZ:
```
63
Properties=species:S:1:pos:R:3:forces:R:3
Zr -0.582 -0.020 0.502 0.162 -0.446 -0.264
Se -4.290 0.522 4.119 0.325 0.098 -0.073
Sb -1.962 0.785 3.850 -0.196 -0.107 0.302
Se -0.645 2.533 4.770 -0.178 -0.126 -0.064
Se -0.708 -1.434 3.321 -0.419 0.613 -0.109
Se 0.481 -1.242 5.271 0.290 -0.144 0.002
O -3.109 2.394 0.766 -0.074 -0.017 -0.084
P -1.666 2.495 0.065 0.112 0.168 0.012
O -1.468 3.796 -0.589 0.163 -0.089 0.012
O -0.712 2.007 1.215 -0.332 -0.141 0.054
O -1.531 1.219 -0.861 0.128 -0.341 -0.081
P -1.892 -2.283 -0.209 0.408 -0.028 0.075
O -2.323 -1.619 -1.658 -0.234 -0.217 -0.237
O -2.297 -1.007 0.745 -0.256 0.031 0.334
O -0.274 -1.959 -0.172 -0.317 0.564 -0.262
H -3.754 2.960 0.327 0.070 0.010 0.068
H -2.515 -0.669 -1.609 0.055 0.023 0.030
C 3.100 1.213 4.342 0.001 -0.002 -0.046
N 2.684 0.607 3.088 0.169 0.031 -0.063
C 3.096 -0.610 2.591 0.002 -0.018 0.064
C 2.378 -0.827 1.463 -0.108 0.045 -0.129
N 1.528 0.248 1.254 0.504 -0.087 0.556
C 1.746 1.081 2.272 -0.126 0.025 -0.105
H 4.185 1.166 4.422 -0.001 0.009 0.003
H 2.623 0.679 5.161 -0.013 -0.031 0.015
H 2.772 2.248 4.354 -0.009 0.003 -0.007
H 3.831 -1.210 3.096 -0.016 0.003 0.008
H 2.377 -1.672 0.796 0.001 -0.009 -0.001
H 1.207 1.998 2.445 -0.007 0.009 0.002
C 6.145 0.835 -3.119 -0.005 -0.005 -0.020
C 5.628 0.924 -1.838 -0.003 -0.015 -0.008
C 4.329 0.496 -1.585 0.021 -0.008 0.021
C 3.538 -0.014 -2.609 0.004 -0.037 0.130
C 4.069 -0.099 -3.896 -0.004 0.022 -0.004
C 5.363 0.320 -4.150 0.013 0.003 0.016
P 1.810 -0.479 -2.194 -0.289 0.295 -0.165
C 0.927 0.684 -3.314 0.206 -0.091 -0.232
C 0.660 1.952 -2.808 -0.093 -0.012 0.094
C 0.027 2.913 -3.581 0.007 -0.008 -0.015
C -0.321 2.617 -4.890 -0.018 0.003 -0.023
C -0.040 1.362 -5.418 -0.003 0.024 0.038
C 0.580 0.400 -4.635 0.003 0.037 0.037
C 1.623 -2.099 -3.017 0.099 -0.038 0.171
C 2.693 -2.991 -3.078 -0.017 0.035 -0.094
C 2.515 -4.277 -3.568 -0.008 0.021 -0.004
C 1.260 -4.693 -3.989 0.025 -0.021 0.004
C 0.184 -3.821 -3.903 -0.023 0.047 0.005
C 0.360 -2.535 -3.414 -0.045 -0.062 0.078
H 7.156 1.167 -3.321 -0.003 -0.005 -0.005
H 6.233 1.325 -1.034 -0.008 -0.002 0.005
H 3.920 0.560 -0.582 0.004 0.009 -0.011
H 3.460 -0.494 -4.701 -0.007 0.008 -0.004
H 5.766 0.251 -5.153 -0.002 0.002 0.001
H 0.914 2.190 -1.782 0.007 0.015 0.019
H -0.225 3.867 -3.136 0.025 -0.022 -0.010
H -0.826 3.359 -5.496 0.000 -0.013 0.000
H -0.314 1.127 -6.439 0.003 0.006 0.000
H 0.788 -0.578 -5.051 -0.015 0.011 -0.018
H 3.676 -2.676 -2.749 0.010 -0.012 -0.002
H 3.359 -4.955 -3.616 -0.003 -0.003 0.002
H 1.119 -5.697 -4.368 -0.002 0.004 0.003
H -0.806 -4.144 -4.199 0.007 -0.005 -0.004
H -0.499 -1.886 -3.306 0.011 -0.013 -0.014
```
Forces are in eV/Å.

---

The following is a quantum chemistry calculation of 12 unconnected molecules or ions with the total composition C30H60Br18O6S3, from the Open Molecules 2025 dataset.

The orbital gap is 9.8 eV. The HOMO energy is -9.74 eV. Its total charge is 0. As for the multiplicity: 1. As for the SMILES: O=S1(=O)CCCC1.O=S1(=O)CCCC1.O=S1(=O)CCCC1.BrCCBr.BrCCBr.BrCCBr.BrCCBr.BrCCBr.BrCCBr.BrCCBr.BrCCBr.BrCCBr. As for the LUMO energy: 0.10 eV.

Geometry as XYZ:
```
117
Properties=species:S:1:pos:R:3:forces:R:3
O 14.778 14.803 14.692 -0.020 -0.233 -0.855
S 13.560 14.044 14.491 -0.801 -0.008 1.326
O 12.667 14.051 15.635 -0.220 -0.110 0.008
C 12.596 14.505 13.043 0.833 -0.686 -1.018
C 12.936 13.316 12.067 -0.641 1.557 -0.843
C 12.962 12.051 12.824 -0.947 -0.769 1.368
C 13.832 12.290 14.066 -0.985 0.082 -0.105
H 12.907 15.492 12.626 -0.316 -0.732 0.522
H 11.533 14.444 13.363 0.690 0.206 -0.259
H 12.154 13.267 11.303 0.225 0.144 -0.072
H 13.902 13.408 11.556 -0.092 0.652 0.096
H 13.306 11.254 12.179 0.280 -0.345 0.134
H 11.933 11.793 13.125 0.296 -0.050 0.055
H 14.843 12.191 13.798 1.525 -0.147 -0.187
H 13.599 11.653 14.935 0.069 0.498 -0.276
O 9.967 9.380 15.429 0.022 0.081 1.054
S 10.180 8.963 16.813 -0.509 -0.208 -1.543
O 9.234 8.052 17.385 -0.430 -0.218 0.225
C 11.799 8.341 17.001 0.865 -0.865 -0.701
C 12.733 9.434 17.356 1.162 2.056 0.459
C 11.891 10.771 17.485 0.485 -1.757 -1.052
C 10.482 10.324 17.854 0.334 1.422 0.325
H 12.168 7.786 16.141 -0.516 -0.065 -0.090
H 11.737 7.700 17.822 -0.350 -1.417 1.211
H 13.292 9.282 18.310 -0.536 -0.252 -0.684
H 13.492 9.527 16.562 -0.178 0.246 0.366
H 11.847 11.156 16.467 -0.004 0.656 0.206
H 12.374 11.431 18.177 -0.099 0.574 0.189
H 9.762 11.118 17.699 -0.300 0.005 -0.104
H 10.420 9.972 18.871 -0.109 -0.236 0.415
O 13.096 17.524 8.994 -1.300 1.126 -0.385
S 14.152 16.640 9.320 0.670 -0.621 0.351
O 14.170 16.052 10.647 0.354 0.022 -0.474
C 14.259 15.358 8.081 -0.301 -0.908 0.228
C 15.751 15.246 7.760 -0.155 0.093 -0.583
C 16.288 16.663 7.712 -0.004 0.466 0.930
C 15.742 17.379 8.931 0.136 0.707 1.156
H 13.591 15.623 7.245 0.478 0.024 0.275
H 13.864 14.458 8.581 0.031 0.285 -0.320
H 16.253 14.699 8.526 0.308 -0.472 0.811
H 15.961 14.704 6.843 -0.203 -0.013 -0.195
H 15.876 17.160 6.882 -0.189 0.586 -1.510
H 17.369 16.789 7.752 0.006 -0.385 -0.418
H 15.670 18.501 8.899 -0.058 -1.236 -0.103
H 16.346 17.073 9.779 0.198 0.252 0.333
Br 7.754 12.155 12.352 -0.039 -0.304 -0.557
C 7.168 12.790 14.069 0.245 0.704 0.100
C 7.969 12.167 15.170 -0.223 0.408 1.371
Br 9.786 12.811 15.109 0.513 -0.234 0.092
H 6.099 12.565 14.184 0.350 0.242 -0.159
H 7.414 13.881 14.059 -0.695 -0.893 0.047
H 7.971 11.078 15.286 0.034 0.239 -0.500
H 7.606 12.599 16.123 -0.004 -0.285 -0.418
Br 13.183 10.379 9.369 0.767 0.753 -0.176
C 14.588 11.415 8.378 -1.026 1.117 0.990
C 15.893 10.820 8.613 1.471 -1.417 -1.231
Br 17.189 11.611 7.302 -0.528 -0.410 0.514
H 14.716 12.454 8.727 -0.974 -0.362 0.110
H 14.207 11.435 7.386 0.059 -0.229 -0.851
H 15.934 9.734 8.545 0.056 0.026 -0.537
H 16.308 11.055 9.550 0.387 0.550 1.229
Br 8.649 16.312 15.204 0.242 0.156 -0.080
C 10.414 16.381 16.084 -0.233 0.407 -0.300
C 10.680 17.822 16.485 0.288 -0.968 0.104
Br 12.237 17.729 17.670 -0.062 0.269 -0.252
H 11.179 16.035 15.400 -0.154 -0.236 -0.132
H 10.320 15.693 16.919 0.142 0.174 0.034
H 9.864 18.183 17.066 -0.439 0.483 0.427
H 10.895 18.481 15.647 0.095 -0.157 0.091
Br 16.962 9.730 12.398 0.733 0.903 -0.026
C 15.798 8.316 11.877 -0.088 -0.359 0.325
C 16.525 7.005 11.747 0.210 0.280 -0.863
Br 17.671 6.971 10.171 0.380 0.197 0.077
H 15.242 8.632 10.984 0.181 -0.290 0.364
H 15.175 8.266 12.756 -0.671 -0.267 -0.132
H 15.857 6.239 11.456 -1.064 -0.702 0.126
H 17.070 6.666 12.618 0.243 0.347 0.079
Br 18.387 14.013 10.824 -0.064 0.134 0.457
C 18.711 14.095 12.753 2.264 -0.310 0.602
C 17.502 13.776 13.530 -0.916 -1.529 -0.636
Br 17.696 13.788 15.447 0.420 0.005 -0.152
H 19.095 15.055 13.068 -0.080 0.585 -0.546
H 19.553 13.411 12.962 -0.564 0.036 -0.318
H 17.172 12.754 13.263 -0.047 0.556 0.252
H 16.758 14.478 13.235 -0.920 0.433 0.275
Br 16.943 13.153 18.906 0.066 0.328 -0.233
C 15.956 14.783 18.399 -1.476 -1.281 -1.220
C 16.798 15.973 18.418 0.468 1.088 1.295
Br 15.738 17.611 18.270 -0.027 -0.209 0.047
H 15.184 14.816 19.155 -0.256 0.151 -0.089
H 15.530 14.628 17.374 0.224 -0.123 1.037
H 17.481 16.048 17.617 0.796 -0.151 -0.860
H 17.311 16.036 19.371 0.189 0.238 -0.006
Br 12.385 8.613 13.527 0.393 0.198 -0.019
C 10.743 7.735 13.091 0.060 -1.516 1.652
C 9.713 8.548 12.514 -0.665 1.770 -1.564
Br 10.402 9.173 10.829 -0.039 0.660 -1.173
H 10.314 7.343 14.005 0.334 -0.212 0.444
H 10.969 6.926 12.441 0.456 -0.706 -0.450
H 9.473 9.443 13.059 -0.269 0.104 0.389
H 8.841 8.000 12.187 -0.231 -0.283 0.526
Br 13.299 18.293 13.287 -0.504 -0.041 -0.491
C 14.862 18.141 14.399 0.452 -0.150 -0.417
C 16.095 17.910 13.542 -1.108 -1.300 -0.807
Br 17.679 17.844 14.619 0.233 0.018 0.046
H 14.647 17.307 15.063 0.292 0.293 0.228
H 14.912 19.115 14.846 0.131 0.134 0.772
H 16.182 18.616 12.737 0.288 0.898 0.098
H 15.994 16.969 12.973 0.132 0.030 0.676
Br 10.385 14.564 9.313 0.522 0.748 0.308
C 9.694 12.872 8.768 -1.424 -0.185 -0.105
C 10.396 12.434 7.504 0.319 -0.229 0.068
Br 9.419 10.938 6.718 0.204 0.002 0.091
H 8.622 13.077 8.549 0.759 -0.347 0.238
H 9.764 12.194 9.642 0.123 0.183 -0.808
H 11.417 12.114 7.712 -0.135 -0.202 -0.001
H 10.450 13.201 6.731 -0.304 0.031 0.266
```
Forces are in eV/Å.

---

The following is a quantum chemistry calculation of a molecular structure, C3H14FeO8, from the Open Molecules 2025 dataset.

The orbital gap (spin up / spin down) is 8.7 / 8.6 eV. The HOMO energy (spin up / spin down) is -12.41 / -12.34 eV. Its total charge is +1. As for the multiplicity: 6. As for the expectation value of S²: 8.7622. As for the LUMO energy (spin up / spin down): -3.74 / -3.74 eV.

Geometry as XYZ:
```
26
Properties=species:S:1:pos:R:3:forces:R:3
Fe -0.310 -0.848 0.104 0.317 0.397 0.841
C -2.276 0.593 2.232 -1.201 0.634 2.320
O -1.501 0.014 1.476 2.043 -1.601 -2.706
O -2.372 1.810 2.440 0.205 1.724 -0.529
O -3.058 0.019 3.038 -0.680 -1.051 0.263
C 1.557 2.374 -1.128 -0.824 0.621 1.380
C 1.166 1.890 0.280 0.295 -0.819 -1.557
O 1.477 0.459 0.409 0.218 0.494 0.286
H 2.612 2.640 -1.200 -0.047 -0.390 -0.293
H 0.993 3.307 -1.144 0.148 0.332 -0.649
H 1.149 1.717 -1.895 0.421 0.079 -0.014
H 0.080 1.899 0.371 0.218 0.538 0.587
H 1.739 2.451 1.019 -0.600 -0.055 0.287
H 2.398 0.446 0.680 0.106 -0.567 0.121
O 0.494 -2.255 1.514 0.017 -0.170 -0.221
H 1.172 -2.245 2.190 0.267 0.362 0.238
H 0.021 -3.074 1.660 -0.299 -0.289 0.009
O 1.064 -1.643 -1.356 0.046 -0.019 -0.278
H 1.831 -1.080 -1.460 0.299 0.440 0.092
H 1.206 -2.359 -1.975 -0.160 -0.475 -0.087
O -0.923 0.360 -1.505 0.019 0.077 -0.254
H -1.008 -0.023 -2.378 0.143 -0.221 -0.369
H -1.556 1.078 -1.496 -0.369 0.397 0.394
O -1.681 -2.278 -0.546 -0.254 -0.448 0.060
H -1.890 -2.706 -1.377 0.122 -0.117 -0.382
H -2.383 -2.548 0.046 -0.450 0.130 0.458
```
Forces are in eV/Å.

---

| no. | largest force on an atom (eV/Å) |
| --- | --- |
| 1 | 1.2 |
| 2 | 0.8 |
| 3 | 2.5 |
| 4 | 3.7 |